Record 1
Here is a structure of composition C9H11BF4N2O10P2Sc at a distorted geometry from the OMol25 dataset. Energies are from ωB97M-V/def2-TZVPD.

The highest occupied orbital energy comes out at -7.31 eV. The calculated total energy is -83813.1023 eV. The calculation puts the LUMO energy at 2.1 eV. Its energy above the lowest of the compared OMol25 structures with the same formula, charge and spin is 100.9 kJ/mol. The charge is -1.

XYZ file:
```
40
C9H11BF4N2O10P2Sc ωB97M-V/def2-TZVPD
Sc -0.5675 -0.0474 -0.4753
O -0.5823 4.1729 -0.8645
C -0.8782 3.0160 -0.6817
O -0.1408 1.9635 -1.0716
C -2.0528 2.6139 0.2112
C -2.7268 3.4395 1.0666
C -3.5664 2.8341 2.0493
C -3.7317 1.4431 2.0942
C -2.9524 0.7183 1.1874
N -2.1698 1.2911 0.2711
C -2.5823 -0.7832 1.4602
O -3.2620 -1.4913 2.1697
O -1.3922 -1.1469 1.0472
H -2.6351 4.5424 1.0991
H -3.9945 3.4410 2.8200
H -4.2523 0.9876 2.9210
N 4.0570 -1.8375 0.6910
C 3.0099 -1.3225 -0.2046
C 3.5917 -1.1607 -1.5726
P 2.5594 0.3370 0.5317
O 2.5533 1.4235 -0.5987
O 3.6411 0.5474 1.5325
O 1.0353 0.1947 0.9055
P 1.6509 -2.5137 -0.3559
O 1.1407 -2.7975 1.1347
O 2.0940 -3.7825 -0.9760
O 0.5403 -1.6645 -1.0259
H 4.2802 -0.9881 1.3381
H 4.9664 -2.0910 0.1035
H 3.7331 -2.7151 1.2035
H 4.3319 -0.3735 -1.6074
H 2.8813 -0.7770 -2.3245
H 3.9375 -2.1073 -2.0155
H 1.5921 1.6945 -0.7943
H 0.2413 -2.5367 1.3886
F -1.5900 -0.3146 -2.2492
B -2.9281 -0.9313 -2.5418
F -3.2515 -1.7301 -1.4957
F -3.8004 0.1346 -2.6890
F -2.7801 -1.6827 -3.6822
```

Mulliken atomic charge list, values in e, 2 entries: 1.00, -0.69


Record 2
Here is a cluster of 13 separate species, C52H102O26 in total at a distorted geometry from the OMol25 dataset. Energies are from ωB97M-V/def2-TZVPD.

The highest occupied orbital energy comes out at -10.15 eV. The calculated total energy is -108811.5670 eV. The calculation puts the LUMO energy at 0.2 eV. The charge is 0.

XYZ file:
```
180
C52H102O26 ωB97M-V/def2-TZVPD
O 1.9466 -0.3014 -0.2577
C 1.0988 0.4051 0.2677
O -0.2367 0.1455 0.3853
C -0.8308 -0.9619 -0.2247
C -0.6443 -2.2370 0.6124
C 1.4724 1.6985 1.0333
H -0.3393 -1.1109 -1.1861
H -1.8641 -0.6916 -0.4423
H -0.8103 -3.1671 0.0687
H -1.1980 -2.2222 1.5511
H 0.3769 -2.2714 0.9920
H 0.7805 2.5220 0.8568
H 2.5129 2.0026 0.9195
H 1.3189 1.4287 2.0781
O 3.3381 -2.3216 -8.6456
C 3.7173 -1.1413 -8.7451
O 3.0908 -0.0014 -8.2703
C 1.7426 -0.1530 -7.7579
C 1.5551 1.0294 -6.9022
C 5.0030 -0.8151 -9.4761
H 1.6893 -1.0547 -7.1479
H 1.0141 -0.2013 -8.5673
H 2.4131 1.0917 -6.2328
H 0.6402 1.0293 -6.3096
H 1.6325 1.9105 -7.5392
H 5.7818 -0.3765 -8.8522
H 4.8757 -0.3271 -10.4424
H 5.3895 -1.7802 -9.8037
O -7.2901 5.9904 -0.4742
C -6.3134 6.5849 -0.0195
O -6.3240 7.4389 0.9853
C -7.5859 7.8658 1.5300
C -8.0716 6.9145 2.6531
C -4.8582 6.2819 -0.4951
H -8.3789 8.0316 0.8008
H -7.3486 8.8264 1.9872
H -8.4976 5.9413 2.4091
H -8.9395 7.4763 2.9984
H -7.3286 6.9329 3.4504
H -4.4675 5.4553 0.0984
H -4.2360 7.1190 -0.1783
H -4.7622 6.1148 -1.5679
O 3.3230 9.6654 -0.6203
C 4.3688 10.1963 -1.0893
O 4.7209 10.2750 -2.3841
C 4.0229 9.5274 -3.2810
C 4.2843 7.9803 -3.1752
C 5.2191 11.1221 -0.2251
H 4.3957 9.8122 -4.2649
H 2.9552 9.7417 -3.2341
H 3.7596 7.5008 -4.0016
H 3.9908 7.6332 -2.1845
H 5.3041 7.7163 -3.4553
H 6.1551 10.5880 -0.0618
H 4.7696 11.2983 0.7522
H 5.4551 12.1010 -0.6425
O -9.6185 -1.0718 8.0550
C -9.9415 -0.9376 6.8711
O -9.0987 -0.5234 5.9344
C -7.7287 -0.2599 6.2088
C -7.0426 0.0592 4.9180
C -11.3378 -1.2712 6.2928
H -7.2751 -1.0667 6.7846
H -7.7317 0.6282 6.8408
H -7.2004 -0.6734 4.1265
H -5.9800 0.3019 4.9266
H -7.5291 0.9353 4.4890
H -11.8750 -2.0112 6.8860
H -11.2083 -1.6885 5.2942
H -11.9409 -0.3645 6.3394
O -6.0770 -11.8693 -1.0524
C -6.7459 -11.1091 -1.8104
O -8.1057 -11.1643 -2.0158
C -8.9248 -12.0454 -1.2687
C -8.7240 -13.5238 -1.8189
C -6.0814 -10.1473 -2.8129
H -9.9802 -11.8252 -1.4290
H -8.6756 -11.9094 -0.2164
H -7.6821 -13.7912 -1.9951
H -9.1933 -13.7036 -2.7862
H -9.2000 -14.2797 -1.1942
H -5.2981 -10.6054 -3.4169
H -5.6373 -9.3810 -2.1775
H -6.8807 -9.7226 -3.4200
O 12.3722 -1.0248 -6.3741
C 11.3354 -1.5891 -6.5021
O 10.2932 -1.6733 -5.5949
C 10.2223 -0.8119 -4.5103
C 8.9503 -1.2360 -3.8216
C 11.0609 -2.6461 -7.5928
H 10.1627 0.2326 -4.8162
H 11.0838 -0.8810 -3.8462
H 8.1460 -1.0479 -4.5328
H 8.7487 -0.6752 -2.9089
H 8.8601 -2.2651 -3.4740
H 11.3443 -2.2626 -8.5730
H 9.9791 -2.7786 -7.5816
H 11.6195 -3.5260 -7.2736
O -3.3949 10.6146 7.0890
C -4.2359 10.2097 6.2722
O -4.0189 9.3743 5.2617
C -2.7936 8.7332 4.9552
C -2.6231 7.4229 5.7030
C -5.6854 10.6483 6.3492
H -1.8964 9.2986 5.2073
H -2.7421 8.5106 3.8894
H -2.1800 7.6218 6.6788
H -1.8364 6.8232 5.2451
H -3.4839 6.7604 5.7932
H -5.8243 11.4077 7.1187
H -6.2601 9.8111 6.7455
H -6.0345 11.0710 5.4071
O -0.3564 -9.7024 7.8562
C -0.2597 -8.4820 7.6572
O -0.9083 -7.6847 6.7884
C -1.7538 -8.1956 5.7879
C -3.1285 -8.6518 6.2724
C 0.5605 -7.5261 8.4814
H -1.2090 -8.9857 5.2713
H -1.8815 -7.3459 5.1172
H -3.1449 -9.4082 7.0571
H -3.7165 -9.0348 5.4383
H -3.6189 -7.8011 6.7455
H 0.1473 -6.5188 8.5331
H 1.5633 -7.3292 8.1024
H 0.5714 -7.9636 9.4797
O -7.4803 0.4652 -3.2716
C -8.3993 1.0071 -3.8636
O -9.6765 0.8458 -3.5475
C -10.1358 0.0990 -2.3903
C -10.0111 0.9142 -1.1088
C -8.2358 1.9724 -5.0479
H -9.5861 -0.8377 -2.2984
H -11.1839 -0.1829 -2.4907
H -10.4129 1.9271 -1.1337
H -8.9573 1.1161 -0.9168
H -10.4261 0.3131 -0.2998
H -7.4527 1.8023 -5.7867
H -8.0523 2.9077 -4.5191
H -9.2489 2.0191 -5.4475
O 10.4628 7.9727 -1.0172
C 9.9307 6.9646 -1.4399
O 9.9625 6.4366 -2.6542
C 10.6181 7.0694 -3.7953
C 10.0103 8.3565 -4.2836
C 9.0638 6.1115 -0.4679
H 10.5241 6.3498 -4.6086
H 11.6937 7.1699 -3.6498
H 8.9255 8.3149 -4.3822
H 10.4147 8.6332 -5.2572
H 10.2334 9.1822 -3.6080
H 8.8236 5.1945 -1.0059
H 8.2266 6.7706 -0.2380
H 9.6316 5.8530 0.4259
O 3.7515 -7.7948 0.8804
C 4.4782 -8.5390 0.2076
O 4.4446 -8.7012 -1.1388
C 3.4660 -7.9725 -1.9566
C 3.8105 -6.5055 -2.2710
C 5.3684 -9.5630 0.8616
H 2.4897 -7.9075 -1.4762
H 3.2272 -8.5898 -2.8226
H 3.4479 -5.7366 -1.5887
H 3.3675 -6.1937 -3.2168
H 4.8737 -6.4026 -2.4881
H 4.8203 -10.4597 1.1507
H 5.8745 -9.1576 1.7377
H 6.1420 -9.9129 0.1780
O 4.7980 -1.6376 4.9973
C 5.4430 -2.6472 4.7571
O 5.5593 -3.6212 5.7065
C 6.4371 -4.5725 5.2156
C 7.1330 -4.0085 3.9676
C 6.0937 -3.0552 3.4722
H 5.9894 -5.5079 4.8800
H 7.1333 -4.9440 5.9675
H 7.4605 -4.7563 3.2453
H 8.0106 -3.4570 4.3050
H 5.3942 -3.5959 2.8347
H 6.6153 -2.2389 2.9724
```

Mulliken atomic charge list, values in e, 2 entries: -0.55, 0.71


Record 3
Here is the molecule C7H14S at a distorted geometry from the OMol25 dataset. Energies are from ωB97M-V/def2-TZVPD.

The highest occupied orbital energy comes out at -8.91 eV. The calculated total energy is -18319.2687 eV. The calculation puts the LUMO energy at 0.8 eV. Its energy above the lowest of the compared OMol25 structures with the same formula, charge and spin is 198.8 kJ/mol. The charge is 0.

XYZ file:
```
22
C7H14S ωB97M-V/def2-TZVPD
C -0.0808 1.2783 1.5634
C -0.0646 0.6676 0.3269
C -0.6989 1.6143 -0.8835
S -2.0645 2.7424 -0.3816
C 0.2586 -0.7255 -0.0470
C 1.1762 -0.6771 -1.3059
C -1.0785 -1.5302 -0.2413
C 1.1421 -1.3241 1.0395
H 0.0910 0.6705 2.3820
H -0.3940 2.2794 1.6346
H 0.2846 2.1996 -1.2568
H -1.1515 1.0224 -1.6507
H -1.3948 3.3842 0.6216
H 1.5079 -1.6047 -1.6852
H 0.7756 -0.0277 -2.1111
H 2.0243 -0.1376 -0.9805
H -1.0477 -2.5003 -0.7726
H -1.6565 -1.6917 0.6942
H -1.6273 -1.0037 -0.9041
H 1.6187 -2.1374 0.5841
H 1.7770 -0.6824 1.5475
H 0.6031 -1.8164 1.8264
```

Mulliken atomic charge list, values in e, 2 entries: -1.14, 0.49


Record 4
Here is the molecule C6H10N3OP at a distorted geometry from the OMol25 dataset. Energies are from ωB97M-V/def2-TZVPD.

The highest occupied orbital energy comes out at -8.42 eV. The calculated total energy is -22186.8839 eV. The calculation puts the LUMO energy at 0.9 eV. Its energy above the lowest of the compared OMol25 structures with the same formula, charge and spin is 99.1 kJ/mol. The charge is 0.

XYZ file:
```
21
C6H10N3OP ωB97M-V/def2-TZVPD
C 0.7581 -0.4705 -2.8296
C 0.0737 -0.4584 -1.5769
N 0.4553 -1.1804 -0.6115
N -0.3026 -1.0779 0.5227
C 0.2457 -1.4782 1.7874
P -1.5316 0.1262 0.4436
C -0.5010 1.8084 0.5391
C 0.2875 2.2091 1.7370
N -0.4407 2.3862 -0.5507
O -1.1164 1.8063 -1.6041
C -1.2237 0.3197 -1.3758
H 1.4218 0.3016 -3.0715
H 0.2015 -0.3981 -3.7489
H 1.3435 -1.4376 -2.9246
H 0.6893 -2.5129 1.6974
H 1.0970 -0.7927 2.0279
H -0.4986 -1.6412 2.5198
H -0.1550 1.8098 2.6357
H 0.4281 3.2801 1.6362
H 1.2925 1.7328 1.3362
H -2.1771 -0.0797 -1.9675
```

Mulliken atomic charge list, values in e, 2 entries: -1.27, 0.62


Question: Which value of charge does entry 4 give?
Answer: 0